Density functional theory data (ωB97M-V/def2-TZVPD) for a cluster of 40 separate species, H80O40 in total at a distorted geometry.

Each line ends with the Mulliken charge.
Geometry (Å):
H -5.11463 2.56447 0.48099  0.2103
H -4.82321 1.47459 -0.72752  0.4902
O -5.39676 1.81945 0.10882  -0.7437
H 5.24922 -2.65375 -1.11934  0.3025
H 4.72044 -3.97837 -1.83597  0.2977
O 4.77944 -3.03551 -2.01083  -0.6679
H -0.63004 4.44063 0.17690  0.3680
H 0.18817 3.42381 -0.66078  0.2450
O -0.49900 3.96568 -0.80700  -0.7341
H 4.91429 1.79353 1.57479  0.4747
H 5.49885 2.96635 0.69082  0.3291
O 5.65963 2.13522 1.08457  -0.6709
H 1.53694 -6.28979 1.89729  0.2499
H 1.52934 -6.29912 0.22849  0.3238
O 1.21311 -6.63366 1.14839  -0.5912
H 6.12551 -0.45605 -0.06890  0.2248
O 5.55234 0.17588 -0.38403  -0.6277
H 0.77062 -6.86436 -1.20135  0.2983
O 0.45907 -6.02134 -1.34501  -0.5611
H 2.03441 -1.45104 -0.33468  0.1268
H 1.69048 -2.40395 0.63128  0.1731
O 2.42167 -2.01123 0.23926  -0.0379
H -3.26107 -4.87640 -1.02271  0.2746
H -2.47705 -4.33462 -2.19300  0.2537
O -2.77203 -4.07260 -1.29330  -0.4895
H -1.08971 4.15077 -4.78650  0.2419
H -0.79342 4.52389 -3.34192  0.3569
O -1.48646 4.45248 -4.07201  -0.6404
H 3.13489 -1.59329 -3.84977  0.2004
H 3.69967 -1.53052 -2.51916  0.2995
O 3.03503 -1.14829 -3.05753  -0.3996
H -0.08656 0.19985 -2.68332  0.1253
O -0.49967 1.06056 -2.29845  0.4983
H 2.11077 1.38398 5.39248  0.3177
H 1.41793 0.75289 6.72517  0.2721
O 1.37843 0.78756 5.76329  -0.6537
H -6.80582 -0.47845 0.30621  0.2321
H -5.47935 0.18998 0.47738  0.3786
O -5.84242 -0.59116 0.34794  -0.4953
H 2.11992 3.32571 1.77379  0.4280
H 1.14077 2.75419 0.60532  0.2967
O 2.11760 3.12254 0.74396  -0.7508
H -0.26859 -0.46395 -6.11790  0.2619
H -0.61060 0.21656 -4.73665  0.2606
O 0.16313 -0.03142 -5.36756  -0.6285
H -1.87765 -1.49096 3.42856  0.2514
H -0.55819 -1.25898 3.99264  0.2914
O -1.30642 -0.74012 3.74630  -0.4784
H 3.16336 2.03318 -1.43700  0.3143
H 2.74175 2.18086 -2.88465  0.3622
O 3.48776 2.50114 -2.29071  -0.6398
H -3.44425 -0.55783 0.96726  0.0704
O -3.21063 -1.21000 1.57537  -0.4844
H 3.63223 0.71894 2.13274  0.0781
H 2.73344 2.21752 1.78596  0.4198
O 3.37137 1.56210 2.56062  -0.7782
H 2.07291 0.73321 -5.25525  0.2904
O 2.63059 1.53406 -5.33037  -0.6073
H 4.12169 -1.29414 5.20495  0.3279
H 5.03782 -0.93718 3.94327  0.3366
O 4.37796 -0.45174 4.57222  -0.5944
H -5.86961 -2.37451 -2.97578  0.2951
H -4.50758 -2.88065 -2.39469  0.3249
O -4.85930 -2.44549 -3.15605  -0.6666
H 1.63997 -0.55901 5.05867  0.3525
H 2.07369 -1.18742 3.67477  0.1883
O 1.97772 -1.35986 4.58375  -0.5253
H 1.18849 -3.57179 4.19997  0.3030
H 2.03841 -4.85925 4.16970  0.2307
O 1.30682 -4.50080 3.86291  -0.5398
H -0.85114 -1.97105 0.49636  0.1853
H 0.05397 -3.09581 -0.52237  0.1971
O -0.42686 -2.84988 0.26803  -0.4535
H -2.34742 4.26688 -0.71138  0.3608
H -3.32678 5.14726 -1.50548  0.3262
O -3.04761 4.74964 -0.55094  -0.6295
H -3.25979 -1.60719 -3.35847  0.3527
H -2.57880 -2.77195 -3.63533  0.2110
O -2.43483 -1.85561 -3.82031  -0.5252
H 3.88686 -2.46937 2.67090  0.3020
H 4.73124 -1.73390 1.74180  0.3220
O 4.78285 -2.31016 2.46716  -0.6968
H -3.06353 3.81213 2.58040  0.2825
H -1.54404 4.11551 3.00899  0.2986
O -2.05065 3.91774 2.28296  -0.5654
H -2.65149 1.21054 -1.81102  0.0067
H -4.24639 1.03043 -2.34726  0.2903
O -3.62039 0.94415 -1.62231  -0.2781
H -2.12376 -3.03420 2.72495  0.2773
O -1.34994 -3.28746 3.16261  -0.7118
H 1.65479 0.92647 -0.28694  0.1638
H 1.04490 -0.11624 0.57096  0.2339
O 0.83808 0.31716 -0.20225  -1.1562
H -3.86934 -1.81958 1.76318  0.4507
H 5.71510 1.16243 -0.02096  0.4083
H 3.56943 1.19785 -5.18578  0.3341
H -0.41700 -6.42223 -1.51373  0.2768
H -0.00461 1.19043 -1.43456  0.1507
H -0.67264 -3.78780 2.47782  0.3227
O 1.45169 3.78571 4.15864  -0.6052
H 2.41833 3.48424 4.39364  0.3286
H 0.95623 3.22426 3.63542  0.1807
O -0.09830 2.17880 1.24701  0.7444
H -0.26489 1.38739 0.79874  -0.2358
H -0.28645 2.42043 2.13202  0.1975
O -2.52711 2.04178 -4.35238  -0.6659
H -2.92743 2.49118 -3.56693  0.2833
H -1.64267 2.19508 -4.09113  0.1496
O -0.75176 2.33131 3.83726  -0.7797
H -0.27178 1.51440 4.16089  0.2727
H -1.55911 1.93694 3.43494  0.2960
O -5.24827 -2.66133 1.90847  -0.6756
H -5.31108 -2.28244 1.06494  0.2941
H -5.25886 -3.60787 2.23703  0.2821
O -5.01039 1.29978 -4.04219  -0.7550
H -4.17282 1.12412 -4.52661  0.4046
H -5.03564 2.28655 -3.69844  0.3392
O 1.06502 4.42068 -4.09509  -0.5495
H 1.82721 4.79080 -3.65701  0.2625
H 1.57024 4.51903 -4.96337  0.2515

Properties
* 2S+1: 1
* energy: -3057.15513 Ha
* ΔE to the lowest compared entry with this formula, charge and spin: 1581.1 kJ/mol
* HOMO level: -10.336 eV
* frontier orbital gap: 9.96 eV
* F_max: 9.43 eV Å⁻¹